# 1
This record from OMol25 describes the molecule C5H8N2S. The level of theory is ωB97M-V with the def2-TZVPD basis set.

```
16
Properties=species:S:1:pos:R:3:lowdin_charge:R:1
H -2.95789 1.28832 -0.15635 0.03
N -2.68933 0.28910 -0.12738 0.09
C -1.38785 0.05999 -0.10102 -0.36
N -0.98539 -1.26679 -0.09686 -0.01
C 0.38708 -1.51393 0.06004 -0.24
C 1.01278 -0.23072 -0.40212 -0.66
S 2.77351 0.06078 -0.13947 0.74
C -0.07551 0.78538 -0.18917 -0.26
C 0.21230 2.03172 0.03379 0.05
H -1.62214 -2.07687 0.16418 0.18
H 0.67676 -2.31438 -0.52275 0.10
H 0.37324 -1.76120 1.16812 0.15
H 0.99307 -0.32647 -1.44324 0.08
H 2.76245 -0.28626 1.27273 -0.06
H 1.17315 2.51986 0.26756 0.07
H -0.64623 2.74147 0.21194 0.09
```

Summary:
- LUMO (eV) = 0.5
- energy relative to the best compared isomer or geometry (same formula, charge and spin) (kcal/mol) = 49.0
- max |F| (eV/Å) = 4.1
- molar mass (g mol⁻¹) = 128.20
- SMILES = [H]/N=C1/NC[C@H](S)C1=C

---

# 2
This record from OMol25 describes a structure of composition C25H45NOsP2. The level of theory is ωB97M-V with the def2-TZVPD basis set.

```
74
Properties=species:S:1:pos:R:3:lowdin_spin:R:1
Os -0.55348 -0.19522 0.00903 2.32
C -0.98972 1.29026 1.69901 -0.04
C -0.42278 2.29275 0.84703 0.18
C -1.97264 1.12439 -0.46841 0.07
C -2.03248 0.60805 0.93309 0.08
C -0.94478 2.14898 -0.45810 0.02
C -0.72784 1.14655 3.17251 -0.01
H 0.27520 1.49940 3.40335 0.00
H -0.79272 0.10755 3.49871 0.00
H -1.43505 1.74438 3.75308 -0.01
C -2.91277 -0.47390 1.30454 0.06
H -3.04725 -0.43618 2.36893 0.01
H -2.45399 -1.43770 1.00802 0.02
H -3.81849 -0.45605 0.73346 0.00
C -2.97825 0.75430 -1.46583 0.03
H -3.96048 0.74693 -1.00570 0.00
H -2.75019 -0.20811 -1.88119 0.01
H -2.94771 1.39535 -2.32422 0.00
C -0.52877 2.98451 -1.61937 0.00
H -0.05751 3.88803 -1.26613 0.00
H -1.35940 3.25980 -2.25161 0.00
H 0.21580 2.46214 -2.21420 0.00
C 0.49982 3.38911 1.25845 0.06
H 0.11549 3.92556 2.12322 0.01
H 0.58209 4.11456 0.46511 0.00
H 1.52485 3.11284 1.50816 0.03
C 1.91459 -0.93450 0.96604 0.02
C 2.35859 -0.08445 1.95712 0.04
C 3.43224 0.93763 1.89931 0.05
C 4.03535 1.59774 0.50230 0.01
C 3.18530 1.76468 -0.71300 0.01
C 2.71617 0.79193 -1.56352 0.00
C 2.82446 -0.72002 -1.52470 0.00
C 2.82915 -1.50924 -0.13951 0.00
H 4.24912 0.59630 2.56049 0.00
H 4.96627 1.06874 0.25627 0.00
H 3.08834 1.81910 2.46509 0.03
H 3.88076 -1.57744 0.25780 0.00
H 1.09061 -1.66241 1.32385 0.00
H 1.80253 -0.15628 2.92985 0.00
H 2.50526 -2.57270 -0.31039 0.00
H 2.01107 -1.18263 -2.09252 0.00
H 2.10726 1.19448 -2.40266 0.00
H 3.71602 -1.00876 -2.08423 0.00
H 4.32693 2.63312 0.81121 0.01
H 2.72855 2.77483 -0.81454 0.00
P -0.99200 -2.56726 2.26891 0.07
C -2.65412 -2.55478 3.14449 0.01
H -2.73047 -3.50464 3.66205 0.00
H -3.51328 -2.52351 2.45667 0.00
H -2.75457 -1.75748 3.88624 0.00
C -1.48173 -4.13388 1.46963 0.01
H -1.61755 -4.84270 2.27961 0.00
H -0.70459 -4.49815 0.80791 0.00
H -2.44309 -4.05223 0.95439 0.00
C -0.11924 -3.27118 3.74208 0.01
H -0.68009 -4.16543 3.97607 0.00
H -0.17811 -2.56815 4.58824 0.00
H 0.90922 -3.52047 3.46433 0.00
P -0.72334 -0.29356 -3.56579 0.04
C -1.12608 0.95572 -4.88172 0.01
H -1.24425 0.42459 -5.83217 0.00
H -0.33671 1.69544 -5.01560 0.00
H -2.08870 1.45704 -4.70738 0.00
C 0.19046 -1.37255 -4.77281 0.01
H -0.36592 -1.37045 -5.71001 0.00
H 0.22983 -2.41181 -4.41576 0.00
H 1.19708 -0.98719 -4.97241 0.00
C -2.33198 -1.10843 -3.97084 0.00
H -2.36025 -1.31571 -5.04344 0.00
H -3.20599 -0.47606 -3.78388 0.00
H -2.45738 -2.06106 -3.45710 0.00
N 3.98689 4.44678 3.35600 0.21
C 3.30042 3.81868 2.65709 0.61
```

Summary:
- LUMO (alpha / beta) (eV) = -7.9 / -9.2
- energy relative to the best compared isomer or geometry (same formula, charge and spin) (kcal/mol) = 88.1
- max |F| (eV/Å) = 6.1
- charge = +2
- multiplicity = 5
- molar mass (g mol⁻¹) = 611.82

---

# 3
This record from OMol25 describes a structure of composition C24H73CaN12O5P4. The level of theory is ωB97M-V with the def2-TZVPD basis set.

```
119
Properties=species:S:1:pos:R:3:lowdin_charge:R:1
Ca -1.57608 -1.10749 -2.23472 1.52
O -0.62148 -1.28446 -0.17851 -0.57
H -0.21215 -1.02887 0.67099 -0.09
O -3.72949 -1.59168 -1.52666 -0.43
P -4.72764 -1.96017 -0.52784 0.65
N -6.07077 -0.84339 -0.57840 -0.30
C -6.48882 -0.24960 -1.82904 -0.12
C -7.05284 -0.84294 0.50967 -0.12
N -4.29925 -1.92166 1.08017 -0.31
C -3.40621 -2.94240 1.56826 -0.12
C -4.15275 -0.67781 1.82342 -0.09
N -5.56914 -3.52763 -0.68142 -0.30
C -6.21486 -3.82558 -1.97545 -0.10
C -6.15523 -4.30609 0.39179 -0.11
H -7.35303 -0.78872 -2.21711 0.08
H -5.62335 -0.11126 -2.47705 0.07
H -6.86630 0.76067 -1.67106 0.08
H -6.75731 -1.25219 1.47574 0.08
H -8.01710 -1.25209 0.20818 0.08
H -7.32817 0.18859 0.72930 0.08
H -2.46341 -2.44859 1.80362 0.08
H -3.83153 -3.34445 2.48780 0.09
H -3.10980 -3.64587 0.79020 0.09
H -4.90727 0.08185 1.61916 0.06
H -3.95427 -0.81339 2.88658 0.10
H -3.35722 -0.14291 1.30466 0.06
H -6.99789 -3.07481 -2.08177 0.06
H -5.47066 -3.77853 -2.77046 0.08
H -6.82976 -4.72489 -2.01088 0.09
H -6.33705 -5.35795 0.17129 0.09
H -7.09463 -3.80026 0.61490 0.08
H -5.44202 -4.31957 1.21595 0.06
O 0.61343 -1.21005 -3.01863 -0.43
P 1.82978 -0.49736 -3.47840 0.65
N 2.31408 0.81276 -2.43447 -0.30
C 3.58970 1.50231 -2.46627 -0.09
C 1.52668 0.99814 -1.25731 -0.15
N 1.64561 0.31571 -4.98319 -0.31
C 1.80656 -0.34112 -6.26496 -0.11
C 0.90108 1.58159 -5.07405 -0.10
N 3.18484 -1.51681 -3.59074 -0.27
C 4.41022 -1.18043 -4.32173 -0.12
C 3.37817 -2.72738 -2.74733 -0.09
H 3.36880 2.50031 -2.08772 0.09
H 3.84809 1.58387 -3.52205 0.07
H 4.38114 0.97898 -1.92975 0.05
H 1.90663 1.86252 -0.71271 0.09
H 1.65052 0.16158 -0.56960 0.06
H 0.47194 1.20491 -1.43860 0.06
H 0.79049 -0.62260 -6.54152 0.08
H 2.24948 0.31170 -7.01712 0.09
H 2.39200 -1.26055 -6.26500 0.08
H 1.03048 2.29620 -4.26122 0.08
H 0.97794 2.06413 -6.04840 0.09
H -0.16068 1.34675 -5.14901 0.07
H 4.25423 -0.17349 -4.70883 0.06
H 5.28196 -1.03330 -3.68414 0.07
H 4.56842 -1.82029 -5.18986 0.09
H 4.32172 -3.23611 -2.94482 0.09
H 2.58507 -3.47469 -2.77237 0.08
H 3.40321 -2.46244 -1.69032 0.05
O 4.39426 -3.52700 0.31842 -0.29
P 4.81783 -2.40676 1.17272 0.59
N 5.22752 -0.97386 0.29282 -0.28
C 5.18679 0.41880 0.76398 -0.13
C 6.07309 -1.16301 -0.89312 -0.11
N 6.26091 -2.80897 2.03120 -0.30
C 6.93535 -1.75661 2.84176 -0.10
C 6.58074 -4.21159 2.39423 -0.10
N 3.69029 -1.86601 2.35457 -0.31
C 3.54549 -2.57230 3.64740 -0.09
C 2.35783 -1.43366 1.95743 -0.13
H 4.82920 1.18501 0.07613 0.06
H 6.19241 0.77619 0.98559 0.07
H 4.75085 0.49598 1.76002 0.08
H 5.72895 -1.98201 -1.52471 0.06
H 7.06432 -1.43889 -0.53335 0.08
H 6.29304 -0.21461 -1.38328 0.08
H 8.02249 -1.82672 2.80555 0.08
H 6.68689 -0.76741 2.45723 0.05
H 6.70700 -1.81531 3.90596 0.07
H 6.32534 -4.48820 3.41715 0.07
H 6.03295 -4.82559 1.67935 0.07
H 7.65747 -4.32535 2.26848 0.08
H 2.95572 -1.92301 4.29446 0.09
H 2.93792 -3.45010 3.42735 0.09
H 4.54591 -2.85452 3.97544 0.06
H 1.65860 -1.73733 2.73651 0.08
H 2.01543 -1.79680 0.98842 0.07
H 2.37870 -0.35047 1.83757 0.07
O -0.26941 4.19660 3.58895 -0.30
P -1.39059 4.30460 2.58839 0.66
N -1.18966 3.10912 1.27131 -0.29
C -1.59480 3.24350 -0.08151 -0.17
C -0.73454 1.77279 1.68006 -0.11
N -1.59606 5.89194 1.89755 -0.32
C -0.58616 6.40324 1.06209 -0.14
C -2.65862 6.80408 2.27249 -0.11
N -2.89508 3.82901 3.15228 -0.30
C -4.03181 3.60937 2.25677 -0.11
C -2.93484 2.89312 4.28816 -0.11
H -2.33422 2.51335 -0.41049 0.08
H -0.72363 3.45017 -0.70315 0.07
H -2.14303 4.18507 -0.11298 0.06
H 0.30230 1.58628 1.40027 0.07
H -1.35605 0.96502 1.29362 0.05
H -0.75654 1.69079 2.76675 0.07
H 0.38759 6.29487 1.53976 0.09
H -0.49494 5.75903 0.18757 0.06
H -0.71142 7.43622 0.73751 0.10
H -2.15527 7.66306 2.71622 0.08
H -3.16057 7.23838 1.40789 0.08
H -3.37215 6.39759 2.98925 0.08
H -5.02741 3.72859 2.68417 0.09
H -3.90014 4.26301 1.39449 0.07
H -4.09277 2.59992 1.85007 0.06
H -2.23465 2.99502 5.11729 0.08
H -2.76659 1.86366 3.97193 0.06
H -3.93676 2.92220 4.71641 0.08
```

Summary:
- LUMO (eV) = -3.3
- energy relative to the best compared isomer or geometry (same formula, charge and spin) (kcal/mol) = 115.0
- max |F| (eV/Å) = 7.2
- charge = +1
- molar mass (g mol⁻¹) = 773.90

---

# 4
This record from OMol25 describes the molecule C4H13NSi. The level of theory is ωB97M-V with the def2-TZVPD basis set.

```
19
Properties=species:S:1:pos:R:3:lowdin_charge:R:1
C -1.67568 0.78519 0.80946 -0.09
C -1.10558 0.06884 -0.49612 -0.47
C -1.44840 -1.31569 -0.38114 -0.22
Si 0.89571 0.16830 -0.53366 0.60
C 1.99895 -0.61432 0.83401 -0.23
N 1.40776 1.79867 -0.97423 -0.09
H -1.95091 0.01313 1.42480 0.02
H -0.92839 1.37330 1.40278 0.08
H -2.54315 1.34243 0.68109 0.04
H -1.48824 0.43037 -1.42600 0.09
H -2.45245 -1.55438 -0.61879 0.07
H -1.20893 -1.71535 0.59057 0.08
H -0.88750 -1.84217 -1.19023 0.07
H 1.40239 -1.00112 -1.70806 0.02
H 2.98358 -0.18781 0.77959 0.00
H 1.78082 -0.67791 1.88149 0.00
H 2.17822 -1.65223 0.43617 0.02
H 2.30306 2.07457 -0.59713 0.02
H 0.73876 2.50617 -0.91462 -0.01
```

Summary:
- LUMO (eV) = 0.9
- energy relative to the best compared isomer or geometry (same formula, charge and spin) (kcal/mol) = 20.9
- max |F| (eV/Å) = 4.2
- molar mass (g mol⁻¹) = 103.24
- SMILES = CC(C)[Si@H](C)N